Computed, not measured: an isolated molecule of C5H6O2 in a non-equilibrium geometry, with wB97M-V/def2-TZVPD.

Properties
largest force on an atom = 1.4 eV Å⁻¹
molar mass = 98.10 g/mol
charge = 0
electronic energy = -344.48459 Eh

Each line ends with the Mulliken charge.
Cartesian coordinates (Å):
O -2.42817 -0.33824 0.34450  -0.55
C -1.24254 -0.24313 0.13124  0.40
C -0.36396 0.96008 0.45454  -0.50
C 0.60282 -0.51657 -1.53796  -0.33
C 1.14644 0.60717 0.42187  -0.46
O 1.48078 0.22700 -0.92438  -0.12
C -0.37778 -1.24867 -0.59667  -0.34
H -0.61616 1.41105 1.40729  0.38
H -0.63192 1.69881 -0.32802  0.27
H 1.76670 1.47326 0.65161  0.30
H 1.44731 -0.22703 1.07404  0.30
H -0.93987 -1.91286 -1.24450  0.34
H 0.09446 -1.86731 0.19825  0.31


Computed, not measured: a cluster of 2 separate species, C5H10O in total in a non-equilibrium geometry, with wB97M-V/def2-TZVPD.

Properties
structure (SMILES) = C=C=O.CCC
largest force on an atom = 1.1 eV Å⁻¹
molar mass = 86.13 g/mol
charge = 0
electronic energy = -271.70421 Eh

Each line ends with the Mulliken charge.
Cartesian coordinates (Å):
C 2.28900 -0.10661 -1.20306  -0.96
C 1.83492 0.85552 -0.43125  0.80
O 1.46065 1.71830 0.26118  -0.36
H 1.65363 -0.92925 -1.50468  0.29
H 3.31957 -0.05446 -1.51860  0.28
C -1.28967 0.23927 -0.79258  -1.10
C -0.61072 -0.62862 0.26929  0.01
C -0.88958 -0.13740 1.68319  -1.24
H -0.97478 -0.01079 -1.81298  0.30
H -1.08985 1.30649 -0.63244  0.29
H -2.37573 0.10073 -0.74016  0.40
H -0.92648 -1.66998 0.14463  0.35
H 0.46842 -0.66758 0.14613  -0.01
H -0.59775 0.91507 1.78618  0.26
H -0.31749 -0.70941 2.42104  0.33
H -1.95414 -0.22127 1.92411  0.37


Computed, not measured: a structure of composition C12H20O7S3Sn in a non-equilibrium geometry, with wB97M-V/def2-TZVPD.

Properties
largest force on an atom = 4.8 eV Å⁻¹
molar mass = 491.20 g/mol
charge = 0
electronic energy = -2404.58504 Eh

Each line ends with the Mulliken charge.
Cartesian coordinates (Å):
Sn 0.03783 0.73641 -0.48641  1.30
C -0.79013 -3.88295 0.21467  -0.58
C -0.29669 -2.70403 -0.37421  0.29
C -1.04365 -2.18143 -1.69589  0.63
O -0.84585 -0.98647 -2.03629  -0.68
C -2.17313 -2.87055 -2.22295  -0.65
C -2.57078 -4.04899 -1.61004  0.43
C -1.88227 -4.55654 -0.32265  0.33
O -2.38140 -5.47168 0.39036  -0.66
O -3.48133 -4.67033 -2.20399  -0.66
O 0.55128 -1.95669 0.16504  -0.65
H -0.36048 -4.12942 1.17509  0.40
H -2.66185 -2.45025 -3.08749  0.35
C 4.54590 3.88465 0.01063  -1.03
S 3.45568 2.92058 1.10439  0.45
O 2.38726 2.24407 0.30474  -0.46
C 4.73130 1.71650 1.66494  -0.89
H 5.30521 4.48200 0.51263  0.39
H 3.94256 4.58478 -0.56813  0.34
H 4.99863 3.23542 -0.74050  0.33
H 4.36346 1.07342 2.46267  0.24
H 5.53049 2.37983 1.99076  0.40
H 4.97053 1.03340 0.84951  0.31
C -4.03750 3.53805 -2.87250  -1.00
S -2.72833 2.30098 -3.29198  0.44
O -2.01604 1.92428 -2.01174  -0.57
C -3.73593 0.84155 -3.79159  -0.79
H -3.77631 4.32533 -2.16840  0.34
H -4.88554 3.06935 -2.36579  0.31
H -4.49641 3.90063 -3.79223  0.38
H -4.17275 1.05728 -4.77018  0.41
H -4.61495 0.68807 -3.16589  0.34
H -3.17064 -0.07665 -3.94177  0.14
C 2.27761 -1.30261 3.02356  -0.76
S 1.19767 0.07049 3.59183  0.45
O 0.53156 0.60004 2.35511  -0.54
C 0.08404 -0.97829 4.58441  -0.94
H 2.81380 -1.69640 3.88880  0.44
H 3.03955 -0.93824 2.33621  0.20
H 1.71736 -2.10864 2.55042  0.20
H -0.83203 -0.45183 4.84501  0.34
H 0.63231 -1.26729 5.48077  0.37
H -0.16003 -1.87784 4.01907  0.26


Computed, not measured: a structure of composition C22H42F3MgNO23 in a non-equilibrium geometry, with wB97M-V/def2-TZVPD.

Properties
largest force on an atom = 2.8 eV Å⁻¹
molar mass = 769.86 g/mol
charge = 0
electronic energy = -3148.50830 Eh

Each line ends with the Mulliken charge.
Cartesian coordinates (Å):
Mg -1.03736 0.39859 -1.83854  1.78
N 0.72942 -0.39870 0.72795  0.42
O 1.56059 -1.31155 0.83718  -0.49
O 0.31144 0.22656 1.70437  -0.61
O 0.25755 -0.15886 -0.42050  -0.41
C -2.89650 -0.88282 -3.15608  0.19
O -2.12219 -1.33951 -2.01287  0.42
O -2.40458 0.38236 -3.34091  -0.79
C -2.92364 -1.90482 -4.32947  0.44
F -3.63826 -3.01354 -4.05267  -0.26
F -3.34556 -1.35913 -5.45352  -0.27
F -1.66082 -2.36227 -4.56721  -0.26
C -2.40196 -2.63929 -1.49696  -0.72
C -1.43764 -2.87648 -0.37460  -0.22
H -1.62497 -2.23708 0.49007  -0.51
H -1.46688 -3.88134 0.05883  0.58
H -0.39172 -2.80061 -0.67090  -0.13
H -2.30340 -3.46460 -2.20285  0.39
H -3.42347 -2.70955 -1.10813  0.32
H -3.92229 -0.83709 -2.75911  0.14
C 8.96783 -0.52163 -1.83108  -0.64
O 8.09849 -0.87429 -0.76068  -0.35
C 6.85003 -1.27804 -1.04202  0.73
O 6.41722 -1.52799 -2.13298  -0.56
O 6.18995 -1.35701 0.09982  -0.30
C 4.85304 -1.84566 0.05372  -0.35
H 9.92895 -0.31061 -1.36837  0.22
H 8.65633 0.37138 -2.37116  0.29
H 9.07558 -1.36966 -2.50612  0.30
H 4.79880 -2.87173 -0.31593  0.38
H 4.30806 -1.21063 -0.63389  0.13
H 4.44357 -1.83785 1.05841  0.11
C -2.27186 -1.01551 3.46888  -0.22
O -3.66004 -0.77412 3.56304  -0.33
C -4.11181 0.04895 4.50155  0.90
O -3.48502 0.94185 5.01522  -0.59
O -5.39242 -0.24663 4.71371  -0.36
C -6.09362 0.62245 5.60194  -0.70
H -1.92857 -1.78751 4.15934  0.46
H -1.69724 -0.09850 3.58765  0.34
H -2.10614 -1.41590 2.47051  -0.29
H -5.46052 0.82894 6.46634  0.33
H -6.95618 0.13555 6.05283  0.27
H -6.39924 1.54475 5.11405  0.28
C 2.36055 -1.70495 -2.17317  0.25
O 2.29308 -1.37849 -3.56959  -0.51
C 1.27530 -0.65253 -3.96949  0.51
O 0.43887 -0.16309 -3.23411  -0.58
O 1.30439 -0.63551 -5.29250  -0.42
C 0.28559 0.15359 -5.90810  -0.49
H 3.14151 -2.42625 -1.96294  0.34
H 1.43434 -2.24185 -1.96749  0.07
H 2.42703 -0.82343 -1.54995  -0.28
H 0.70001 1.12770 -6.17999  0.28
H -0.63286 0.22014 -5.32961  0.09
H 0.06628 -0.24043 -6.90146  0.26
C -1.88467 4.00903 -3.49423  -0.52
O -1.03926 4.44286 -2.43931  -0.46
C -0.34887 3.54694 -1.77354  0.82
O -0.47642 2.34951 -1.87694  -0.49
O 0.47724 4.12968 -0.93265  -0.44
C 1.19574 3.26404 -0.05708  -0.52
H -1.31496 3.73473 -4.38264  0.29
H -2.48918 4.85676 -3.81107  0.28
H -2.54172 3.19555 -3.19005  0.16
H 0.48074 2.68124 0.52608  0.12
H 1.87826 3.83561 0.56486  0.34
H 1.82288 2.51728 -0.55083  0.27
C 3.09945 1.56761 3.00671  -0.53
O 2.85985 0.29226 3.57045  -0.09
C 3.20211 -0.04515 4.80906  0.69
O 3.86338 0.65863 5.52451  -0.60
O 2.82840 -1.29280 5.10727  -0.39
C 1.94318 -1.96192 4.22258  -0.16
H 2.57610 1.69642 2.06302  -0.11
H 4.15878 1.79359 2.90238  0.39
H 2.64886 2.33303 3.64283  0.34
H 2.46633 -2.31819 3.33727  0.14
H 1.11403 -1.31655 3.92899  -0.01
H 1.49584 -2.77957 4.78643  0.33
C -4.73797 -0.05387 0.38981  -0.62
O -4.01454 1.02965 0.99072  -0.43
C -2.85957 1.39018 0.47488  0.54
O -2.29820 0.82504 -0.43627  0.50
O -2.39137 2.51051 0.99991  -0.28
C -2.65160 2.88024 2.35305  -0.84
H -4.81884 0.09297 -0.68878  0.28
H -5.71182 -0.13060 0.85746  0.35
H -4.16209 -0.97744 0.46110  0.13
H -3.73427 2.87448 2.50491  0.36
H -2.40488 3.92168 2.54467  0.32
H -2.20799 2.23084 3.10391  0.25


Computed, not measured: an isolated molecule of C6H12O in a non-equilibrium geometry, with wB97M-V/def2-TZVPD.

Properties
largest force on an atom = 2.1 eV Å⁻¹
molar mass = 100.16 g/mol
charge = 0
electronic energy = -310.91188 Eh

Each line ends with the Mulliken charge.
Cartesian coordinates (Å):
C 1.92086 -0.80979 -0.41358  -1.63
C 0.56816 -0.31391 0.11164  0.84
O 0.56061 -0.27303 1.52017  -0.55
C 0.15083 1.38768 -0.46430  -0.54
C -1.04230 1.69976 0.34609  -0.67
C -1.91694 -0.50046 0.10852  -0.84
C -0.62433 -1.14275 -0.29506  -0.63
H 2.61286 0.03410 -0.37865  0.42
H 1.83153 -1.13759 -1.45322  0.35
H 2.38938 -1.63790 0.14756  0.35
H 1.39661 0.10667 1.81452  0.35
H 1.05693 1.98767 -0.25908  0.39
H -0.08383 1.47901 -1.54009  0.30
H -0.78594 2.12705 1.33770  0.19
H -1.94889 2.11702 -0.04820  0.34
H -2.72668 -0.89441 -0.55562  0.29
H -2.21125 -0.69572 1.13655  0.26
H -0.54182 -1.38460 -1.36358  0.40
H -0.65016 -2.10122 0.24725  0.36


Computed, not measured: an isolated molecule of C6H8OS in a non-equilibrium geometry, with wB97M-V/def2-TZVPD.

Properties
structure (SMILES) = C/C(C=O)=C/[C@H]1CS1
largest force on an atom = 2.9 eV Å⁻¹
molar mass = 128.20 g/mol
charge = 0
electronic energy = -706.78141 Eh

Each line ends with the Mulliken charge.
Cartesian coordinates (Å):
C -0.90317 2.75766 0.50916  -1.39
C -0.13894 1.45964 0.11379  0.64
C 0.82806 1.69241 -0.97816  -0.16
O 1.90186 1.07612 -1.11527  -0.50
C -0.22981 0.31460 0.80678  -0.52
C 0.34201 -0.98015 0.29347  0.13
C -0.02093 -2.12193 1.15676  -0.90
S -0.77831 -2.10577 -0.48586  -0.14
H -0.44832 3.21960 1.36357  0.34
H -0.82902 3.51774 -0.27139  0.37
H -1.92533 2.52443 0.90584  0.31
H 0.59338 2.49177 -1.70695  0.30
H -0.86590 0.25027 1.69615  0.31
H 1.32797 -0.84126 -0.06088  0.63
H 0.78846 -2.83610 1.35480  0.29
H -0.66646 -1.97666 2.00399  0.31


Which value of electronic energy does entry 2 give? -271.70421 Eh


Which value of molar mass does entry 6 give? 128.20 g/mol


What is the formula in the fifth record? C6H12O